# C35H30FN7O14SSr

C35H30FN7O14SSr as an isolated structure (ωB97M-V with the def2-TZVPD basis set, the Open Molecules 2025 dataset).

The geometry in ORCA input format:
```
! wB97M-V def2-TZVPD RIJCOSX def2/J DEFGRID3
* xyz -2 1
Sr -0.448 3.055 0.111
S 7.294 5.747 6.526
F 1.208 -3.357 -2.087
O 1.165 2.127 1.738
O 7.739 4.362 6.632
O -0.121 -4.102 1.394
O 2.366 5.024 -5.027
O 6.636 6.260 7.723
O 3.807 3.360 -5.299
O 8.303 6.650 5.983
O 0.000 5.100 -1.230
O -2.321 -4.000 1.027
O 0.703 5.787 -3.255
O -4.818 2.470 -1.276
O -0.786 1.121 -1.398
O 2.123 0.387 0.678
O -2.805 2.911 -0.388
N -3.932 -1.447 -1.802
N 1.752 3.099 -1.228
N 3.027 5.736 2.298
N -1.187 0.794 1.683
N -0.831 -5.176 -2.222
N 2.658 2.153 -1.482
N -1.892 -6.488 -0.147
C 5.018 6.693 5.267
C -2.720 -6.566 -1.360
C -1.188 -1.974 1.531
C -5.068 -2.324 -1.916
C -2.383 -1.275 1.665
C -1.115 -3.818 -2.084
C 0.153 -5.783 -1.318
C -2.402 -3.311 -2.072
C 2.638 3.436 -3.261
C -0.056 -2.888 -1.991
C -6.208 -2.135 -0.966
C 0.724 5.034 -2.260
C -1.140 -3.452 1.318
C 4.002 5.704 3.310
C 4.033 6.695 4.292
C 0.000 -1.270 1.477
C -3.641 2.207 -1.019
C -1.572 -1.048 -1.773
C -4.127 -0.117 -1.604
C 5.998 5.712 5.285
C 1.718 3.892 -2.286
C -0.264 -1.554 -1.830
C -1.890 -6.094 -2.571
C 1.219 0.945 1.327
C -2.328 0.107 1.738
C -3.153 0.808 -1.431
C 2.986 3.937 -4.615
C 3.213 2.316 -2.689
C -5.311 -3.330 -0.828
C -0.046 0.116 1.550
C -0.499 -6.854 -0.431
C 4.983 4.715 3.334
C -2.638 -1.939 -1.900
C 5.968 4.723 4.312
C -1.777 0.385 -1.527
H -0.451 -7.840 -0.913
H 2.779 1.430 -0.766
H 5.029 7.453 6.039
H -5.696 -4.299 -1.119
H 0.569 -5.012 -0.680
H -5.306 -2.617 -2.933
H 2.162 6.168 2.584
H -4.599 -3.339 -0.013
H 1.715 5.378 -4.322
H -3.333 -1.791 1.686
H 0.570 -0.870 -1.732
H -2.122 -4.910 0.642
H -1.415 -6.963 -3.034
H 4.963 3.929 2.587
H 6.720 3.946 4.342
H 0.970 -6.233 -1.890
H 0.047 -6.910 0.510
H 0.946 -1.767 1.322
H -3.234 0.698 1.809
H 3.274 7.471 4.286
H -2.533 -5.649 -3.329
H -7.206 -2.273 -1.356
H 2.856 4.843 1.858
H -5.155 0.218 -1.558
H -6.114 -1.352 -0.227
H -3.060 -7.592 -1.553
H -3.241 -3.983 -2.132
H -3.606 -5.946 -1.213
H 3.971 1.657 -3.077
H -2.265 -7.114 0.558
*
```

Computed properties:
- E_HOMO: -3.113 eV

# C27H52Br12N4O

A 10-piece molecular cluster, C27H52Br12N4O overall at a distorted geometry (ωB97M-V with the def2-TZVPD basis set, the Open Molecules 2025 dataset).

The geometry in ORCA input format:
```
! wB97M-V def2-TZVPD RIJCOSX def2/J DEFGRID3
* xyz 0 1
Br -12.049 28.209 -10.809
Br -10.016 30.773 -1.719
Br -17.981 30.888 -5.437
Br -10.959 35.223 -0.855
Br -17.003 28.894 0.764
Br -12.927 24.963 -5.583
Br -15.536 28.086 -2.799
Br -11.886 23.157 -2.665
Br -12.671 34.919 -4.229
Br -9.723 26.951 -7.010
Br -12.600 29.661 1.438
Br -16.300 33.943 -1.590
O -7.275 22.861 -5.613
N -7.743 28.746 -4.416
N -14.788 25.524 2.829
N -12.941 30.569 -3.500
N -8.143 24.246 -4.029
C -5.560 28.001 -7.192
C -14.421 34.964 -3.383
C -12.603 29.524 -3.894
C -13.627 23.101 -3.478
C -13.728 25.607 2.495
C -5.932 29.469 -7.377
C -16.939 30.185 -3.935
C -11.930 24.804 0.918
C -10.375 33.364 -0.694
C -8.617 24.415 -2.686
C -11.122 27.581 -8.232
C -7.649 25.462 -4.650
C -16.481 28.831 -4.335
C -10.899 32.518 -1.781
C -12.243 28.170 -4.332
C -15.123 28.448 1.037
C -14.497 33.890 -2.364
C -11.174 27.525 -3.467
C -14.289 29.577 0.489
C -14.052 24.382 -4.099
C -7.903 23.039 -4.587
C -11.709 27.211 -2.043
C -7.305 29.780 -6.801
C -12.341 25.731 2.063
C -10.635 27.502 -9.664
C -10.411 24.599 0.917
C -7.535 29.155 -5.491
H -12.026 27.017 -8.039
H -6.268 27.327 -7.671
H -9.487 25.086 -2.659
H -12.230 25.261 -0.031
H -10.285 28.143 -3.424
H -5.199 30.100 -6.877
H -15.173 34.847 -4.152
H -8.307 26.308 -4.464
H -9.942 25.533 0.588
H -15.820 28.823 -5.188
H -12.165 28.102 -1.609
H -12.469 23.855 0.947
H -7.845 24.884 -2.068
H -4.569 27.786 -7.599
H -9.774 28.145 -9.808
H -9.293 33.401 -0.700
H -15.043 24.314 -4.544
H -17.329 28.185 -4.532
H -14.074 29.466 -0.569
H -14.961 27.503 0.534
H -7.508 25.315 -5.715
H -12.473 26.432 -2.152
H -11.955 32.314 -1.747
H -14.818 30.517 0.598
H -10.678 33.033 0.293
H -10.937 26.819 -1.384
H -8.971 23.466 -2.282
H -14.452 32.901 -2.798
H -7.398 30.851 -6.577
H -10.092 23.851 0.194
H -13.198 27.642 -4.431
H -8.110 29.476 -7.464
H -10.929 26.555 -3.908
H -8.364 22.204 -4.036
H -13.625 22.299 -4.207
H -10.413 26.502 -10.006
H -5.488 27.786 -6.123
H -14.385 22.859 -2.731
H -13.741 33.993 -1.597
H -10.086 24.334 1.918
H -11.783 25.543 2.999
H -5.946 29.731 -8.434
H -14.131 25.200 -3.383
H -11.882 28.180 -5.371
H -12.092 26.781 1.868
H -14.561 35.935 -2.922
H -10.618 32.901 -2.749
H -16.095 30.845 -3.804
H -11.269 28.614 -7.939
H -6.680 25.725 -4.194
H -17.616 30.157 -3.102
H -14.988 28.312 2.098
*
```

Computed properties:
- E_HOMO: -9.254 eV
- Structure (SMILES): CN(C)C=O.BrCCBr.BrCCBr.BrCCBr.BrCCBr.BrCCBr.BrCCBr.CCCC#N.CCCC#N.CCCC#N

# C5H2O

One molecule with the formula C5H2O (ωB97M-V with the def2-TZVPD basis set, the Open Molecules 2025 dataset).

The geometry in ORCA input format:
```
! wB97M-V def2-TZVPD RIJCOSX def2/J DEFGRID3
* xyz 0 1
O -1.071 -1.515 1.343
C 0.802 -0.317 0.468
C -0.624 -0.473 0.946
C 0.795 0.382 -0.631
C -0.723 1.304 -2.210
C 0.424 1.022 -1.697
H -1.228 0.451 0.857
H 1.626 -0.854 0.924
*
```

Computed properties:
- E_HOMO: -10.062 eV

# C30H40F32NbO7

C30H40F32NbO7 as an isolated structure at a distorted geometry (ωB97M-V with the def2-TZVPD basis set, the Open Molecules 2025 dataset).

The geometry in ORCA input format:
```
! wB97M-V def2-TZVPD RIJCOSX def2/J DEFGRID3
* xyz -1 1
Nb 4.892 2.614 3.787
F -6.770 2.696 -4.894
F -1.279 3.055 -1.208
F -10.102 4.401 -3.969
F -3.474 -6.577 -1.829
F -7.493 5.090 -4.995
F 6.015 -2.904 1.060
F -4.141 5.304 1.213
F -5.862 3.253 -2.346
F -2.428 -5.343 0.378
F -9.114 6.413 -5.538
F -0.831 5.270 -0.048
F -2.859 -7.445 0.705
F -0.795 -3.829 -1.136
F 4.141 -3.881 -0.726
F 6.579 -2.246 -0.932
F -1.409 -6.075 -2.221
F -3.265 3.638 0.164
F 3.318 -2.278 0.456
F 0.925 -6.210 -1.320
F -1.453 5.554 -2.636
F 1.164 -3.534 -2.025
F -7.788 4.224 -2.601
F 5.858 -1.853 -3.474
F 6.824 -4.316 -4.175
F -0.450 3.071 -3.203
F 2.268 -5.183 0.018
F 6.079 -4.406 -2.148
F 4.650 -2.839 -4.985
F -6.904 0.955 -3.633
F -1.469 4.730 1.954
F -10.784 4.287 -6.026
F -2.594 4.506 -4.157
O 4.148 0.839 2.853
O -8.775 2.018 -4.125
O 3.048 1.198 7.075
O 0.255 -5.684 0.766
O 3.837 -1.857 -1.645
O 4.603 0.856 8.843
O -3.541 5.608 -0.890
C -9.684 4.132 -5.230
C -7.408 2.199 -3.819
C 0.897 -2.760 4.137
C 4.246 -2.560 -0.493
C 3.099 1.325 1.975
C -2.020 -6.590 0.045
C 0.791 1.001 0.879
C 4.328 1.332 7.711
C 1.410 -0.594 2.823
C 5.426 2.134 6.870
C 0.973 -5.253 -0.373
C 2.032 0.177 1.547
C 1.910 -2.106 3.034
C 3.379 -2.244 3.663
C -9.281 2.645 -5.318
C -1.610 3.180 -2.503
C -0.607 -6.826 0.620
C 5.718 1.312 5.488
C 5.001 -2.884 -3.663
C -2.196 -6.849 -1.454
C -7.188 3.017 -2.542
C -3.177 4.971 0.318
C -3.618 4.795 -2.076
C 5.625 -2.126 0.018
C -8.639 5.150 -5.695
C 3.713 -2.622 -2.854
C -2.297 4.511 -2.821
C 0.528 -3.871 -0.867
C -1.820 5.441 0.854
C 5.694 -4.229 -3.423
H -8.642 2.438 -6.177
H 0.138 0.333 0.223
H 1.635 -0.006 3.774
H 5.518 4.122 4.618
H 4.220 -1.858 3.003
H -4.200 3.892 -1.903
H -0.092 -7.653 0.130
H -1.848 6.499 1.124
H 5.613 -1.086 0.351
H 2.520 -0.512 0.767
H 4.956 3.157 6.615
H 3.134 -3.529 -2.690
H -4.227 5.393 -2.760
H -8.404 5.014 -6.755
H 0.896 -3.897 4.060
H -10.207 2.098 -5.519
H 6.460 2.531 2.841
H 5.043 -5.061 -3.706
H -2.245 2.334 -2.781
H 6.379 2.356 7.448
H -1.995 -7.896 -1.697
H 1.796 -2.769 2.099
H 1.236 1.902 0.331
H 0.743 -3.101 -0.123
H 3.381 -1.786 4.721
H 3.257 2.798 4.622
H 1.254 -2.450 5.193
H 3.079 -1.998 -3.491
H 3.485 1.759 0.978
H -0.758 -7.163 1.651
H 5.107 0.332 5.482
H 0.217 1.435 1.782
H 0.272 -0.659 2.630
H 2.527 2.189 2.486
H 3.560 -3.375 3.832
H -7.576 2.494 -1.666
H 6.821 1.045 5.382
H -0.137 -2.282 4.018
H 4.210 3.641 2.416
H 2.621 0.391 7.449
*
```

Computed properties:
- E_HOMO: -4.689 eV

no.,energy (eV)
1,-90276.674
2,-877360.964
3,-7258.253
4,-134593.853